(1)
The following is a DFT calculation (wB97M-V/def2-TZVPD) of the molecule C5H11O3P at a distorted geometry.

Computed properties:
Largest force on an atom, eV/Å: 4.95
Energy, Eh: -764.1688
Molar mass, u: 150.1
Energy relative to the best compared isomer or geometry (same formula, charge and spin), kJ/mol: 89.3

CARTESIAN COORDINATES (ANGSTROEM)
H 0.363 1.186 -1.773
C -0.026 0.278 -1.604
C 0.011 1.241 0.661
H 2.116 -0.331 0.046
O 2.783 2.030 2.164
C 1.165 -0.705 0.480
H 0.664 -0.509 -2.087
O 0.420 2.268 3.243
O 0.873 2.085 0.610
H -2.107 0.017 0.313
H 1.247 -0.631 1.536
H 1.330 4.031 1.781
C -1.444 -0.771 0.151
H -1.478 -1.263 1.201
H -1.605 -1.472 -0.605
C -0.125 -0.035 -0.052
H 1.225 -1.713 0.244
P 1.490 2.704 2.316
H -1.102 0.248 -1.948
H -0.603 1.265 1.616

Atomic partial charges in e from the natural (NBO) method, atoms 1 to 6: atom 1 (H): 0.207, atom 2 (C): -0.581, atom 3 (C): 0.529, atom 4 (H): 0.239, atom 5 (O): -1.068, atom 6 (C): -0.600

(2)
The following is a DFT calculation (wB97M-V/def2-TZVPD) of the molecule C6H14O at a distorted geometry.

Computed properties:
Largest force on an atom, eV/Å: 3.35
Energy, Eh: -312.2092
Molar mass, u: 102.2
Energy relative to the best compared isomer or geometry (same formula, charge and spin), kJ/mol: 120.3

CARTESIAN COORDINATES (ANGSTROEM)
C 0.264 0.733 1.139
H 2.078 1.031 0.081
O -0.230 -1.616 -2.926
H -0.023 -0.894 2.615
H -1.828 -1.393 -1.721
C -1.122 -0.714 -2.234
C -0.208 0.203 -1.383
H -1.234 0.306 2.761
H -0.302 -1.150 0.263
H -0.149 -1.498 -3.873
H 0.826 -0.133 -1.532
C 1.759 0.646 1.076
C -0.164 0.206 2.525
H -0.392 1.239 -1.644
H 2.132 -0.385 0.987
H -0.225 1.744 1.233
H 0.250 0.630 3.455
H -1.625 -0.113 -2.995
C -0.515 -0.082 0.114
H 2.301 1.204 1.858
H -1.594 0.037 0.202

Atomic partial charges in e from the natural (NBO) method, atoms 1 to 6: atom 1 (C): -0.242, atom 2 (H): 0.206, atom 3 (O): -0.756, atom 4 (H): 0.195, atom 5 (H): 0.180, atom 6 (C): -0.061

(3)
The following is a DFT calculation (wB97M-V/def2-TZVPD) of a cluster of 2 separate species, C4H12N2O2S in total at a distorted geometry.

Computed properties:
Largest force on an atom, eV/Å: 3.05
Energy, Eh: -817.6420
Molar mass, u: 152.2
Energy relative to the best compared isomer or geometry (same formula, charge and spin), kJ/mol: 444.2

CARTESIAN COORDINATES (ANGSTROEM)
H 2.092 1.714 1.601
H -0.926 -1.805 -0.717
C 0.149 -1.653 0.886
H -3.022 1.062 1.401
O 2.287 1.474 -1.396
N -0.099 -1.375 -0.357
N 0.046 -0.320 -2.303
H 0.886 2.333 0.579
H -1.967 0.917 -0.177
S 1.853 0.489 -0.407
C 1.254 1.439 1.044
H -0.449 -2.408 1.285
C 0.302 -0.303 -0.965
H -1.803 -0.221 1.081
H 0.400 -1.184 -2.661
O 2.776 -0.555 0.002
H -3.306 -0.167 0.105
H 0.569 0.516 -2.662
H 0.602 0.820 1.584
C -2.570 0.424 0.604
H 0.927 -1.195 1.474

Atomic partial charges in e from the natural (NBO) method, atoms 1 to 6: atom 1 (H): 0.239, atom 2 (H): 0.424, atom 3 (C): -0.304, atom 4 (H): 0.221, atom 5 (O): -0.940, atom 6 (N): -0.414

(4)
The following is a DFT calculation (wB97M-V/def2-TZVPD) of the molecule C4H9NO.

Computed properties:
Largest force on an atom, eV/Å: 0.44
Energy, Eh: -287.7929
Molar mass, u: 87.1
Energy relative to the best compared isomer or geometry (same formula, charge and spin), kJ/mol: 103.8

CARTESIAN COORDINATES (ANGSTROEM)
H -2.433 -0.928 0.477
C -1.621 -1.058 -0.249
C 1.869 0.582 -0.060
H 2.727 -0.096 -0.084
H -2.062 -0.926 -1.245
H 0.409 0.642 -1.686
H 2.181 1.554 -0.455
N -0.577 -0.083 0.044
H -1.265 -2.090 -0.155
C 0.638 0.022 -0.807
H 0.855 -0.984 -1.185
H -1.775 0.592 1.572
C -0.827 0.810 1.044
O -0.133 1.748 1.384
H 1.592 0.775 0.971

Atomic partial charges in e from the natural (NBO) method, atoms 1 to 6: atom 1 (H): 0.210, atom 2 (C): -0.400, atom 3 (C): -0.633, atom 4 (H): 0.203, atom 5 (H): 0.195, atom 6 (H): 0.192

(5)
The following is a DFT calculation (wB97M-V/def2-TZVPD) of a structure of composition C22H41CsN5O2SSbSe2.

Computed properties:
Largest force on an atom, eV/Å: 0.20
Energy, Eh: -6748.6976
Total charge: -2
Molar mass, u: 852.3
Energy relative to the best compared isomer or geometry (same formula, charge and spin), kJ/mol: 1.0

CARTESIAN COORDINATES (ANGSTROEM)
H 0.060 5.564 3.814
H 2.827 4.343 1.708
H 1.712 3.110 -3.308
C 0.763 5.362 -2.157
C -2.189 5.706 -0.259
H 3.972 2.309 2.829
Se 0.608 -0.706 4.059
C 2.028 4.427 2.445
S -3.905 -0.220 0.754
H -1.258 5.453 2.644
Sb 0.081 3.501 0.342
H 5.286 1.225 3.275
H -2.784 1.308 2.750
C -0.906 -4.568 -0.670
C -2.369 3.532 -1.482
N -2.179 -1.739 2.095
C 0.727 4.973 1.852
H 1.592 2.012 -1.928
H -1.377 -1.824 2.714
H 3.303 4.368 -1.986
H 4.580 -0.739 1.888
H -2.037 6.197 0.703
H 1.542 1.200 2.605
N -0.736 -3.485 -0.294
C 3.583 -0.292 1.921
N -1.914 -6.292 -3.532
C 3.778 -0.788 4.319
C 1.149 2.899 -2.390
H -3.918 3.919 0.717
C 0.949 6.396 1.351
O 4.202 2.052 4.847
H -1.539 6.186 -0.991
H 4.865 -0.901 4.282
H -1.566 0.241 3.440
C 2.711 4.284 -1.065
C -2.777 -0.541 1.970
C 1.883 0.723 3.529
H -3.436 3.709 -1.666
Se 3.456 0.937 0.377
C -0.324 4.988 2.962
H 0.120 2.668 -2.676
N -2.408 0.385 2.870
H 2.480 -0.566 5.720
H 0.793 6.238 -1.507
N -0.731 -7.888 0.426
H 1.427 5.561 -3.009
H -0.249 5.268 -2.552
C 3.350 0.300 3.321
H -3.229 5.899 -0.559
H -2.230 2.449 -1.440
Cs 0.406 -0.568 0.362
H 3.319 -1.739 4.037
H 3.102 3.441 -0.494
C -2.880 3.625 0.919
C -1.966 4.201 -0.166
H 1.753 6.451 0.616
H -0.544 3.980 3.325
H -2.859 2.534 0.916
H 0.054 6.830 0.906
H 1.838 1.477 4.312
H -2.284 -2.406 1.346
O 3.453 -0.478 5.677
H 2.878 -1.123 1.803
C -1.554 -6.101 -2.449
H 2.371 5.094 3.247
C -1.119 -5.878 -1.125
C 4.256 1.519 3.523
H 1.242 7.032 2.198
H -1.818 3.917 -2.340
H 2.876 5.197 -0.491
C 1.241 4.101 -1.445
H 1.889 3.436 2.878
H 3.966 1.318 5.436
C -0.900 -6.977 -0.267
H -2.625 3.982 1.919

Atomic partial charges in e from the Mulliken method, atoms 1 to 6: atom 1 (H): 0.509, atom 2 (H): 0.308, atom 3 (H): 0.450, atom 4 (C): -1.774, atom 5 (C): -1.670, atom 6 (H): -0.093

(6)
The following is a DFT calculation (wB97M-V/def2-TZVPD) of a structure of composition C20H31O2Pt at a distorted geometry.

Computed properties:
Largest force on an atom, eV/Å: 2.78
2S+1: 3
Energy, Eh: -1050.2414
Total charge: -1
Molar mass, u: 498.5
Energy relative to the best compared isomer or geometry (same formula, charge and spin), kJ/mol: 0.0

CARTESIAN COORDINATES (ANGSTROEM)
H 3.214 -2.981 2.221
C 0.476 2.251 -1.835
C -2.266 2.065 -0.682
H 0.331 -1.327 -1.574
H -3.014 1.707 0.039
H -3.336 -0.887 -0.499
C 1.691 -4.377 0.464
H -2.704 2.073 3.554
O 1.269 -2.173 0.455
H 1.882 4.861 -0.143
C 1.288 4.195 -0.765
H 2.047 -3.082 -1.898
C 0.138 2.934 1.938
C -0.581 2.101 2.909
C -1.937 2.453 2.877
C 0.561 -3.427 0.804
H 3.403 -2.028 -1.401
H -2.325 1.511 -1.630
C -2.463 -2.812 -0.899
H 4.306 -3.613 0.996
C 2.901 -2.982 -1.224
C -0.889 3.801 1.307
H 2.254 2.171 -0.391
H 4.007 -1.859 1.068
H 0.615 1.283 -2.321
H -0.640 -1.568 0.707
C 0.404 4.585 -1.791
O -1.301 -2.629 -1.765
C 1.396 2.745 -0.748
H -0.066 1.459 3.617
C -2.621 -1.566 -0.011
C -0.767 -1.304 -1.452
C 3.555 -2.843 1.195
C 2.426 -3.041 0.206
H -0.324 -3.629 0.187
H 3.588 -3.822 -1.400
H -0.673 4.688 0.719
H 2.064 -4.959 1.305
H -0.757 3.440 -3.307
H -3.364 -2.969 -1.524
H -2.330 -3.696 -0.245
C -1.226 -0.993 -0.010
H 0.291 -3.411 1.866
C -2.145 3.495 1.932
C -0.103 3.441 -2.438
H 1.195 3.185 1.918
H -1.181 -0.538 -2.144
H -2.472 3.127 -0.862
Pt -0.361 1.902 0.132
H -2.977 -1.756 1.014
H -3.069 4.058 1.797
H 1.510 -4.956 -0.449
H -1.125 0.084 0.269
H 0.203 5.616 -2.087

Atomic partial charges in e from the natural (NBO) method, atoms 1 to 6: atom 1 (H): 0.210, atom 2 (C): -0.408, atom 3 (C): -0.951, atom 4 (H): 0.200, atom 5 (H): 0.190, atom 6 (H): 0.206

(7)
The following is a DFT calculation (wB97M-V/def2-TZVPD) of the molecule CH3ClS2 at a distorted geometry.

Computed properties:
Largest force on an atom, eV/Å: 4.09
Energy, Eh: -1296.4214
Molar mass, u: 114.6
Energy relative to the best compared isomer or geometry (same formula, charge and spin), kJ/mol: 125.0

CARTESIAN COORDINATES (ANGSTROEM)
H -0.133 1.090 1.592
C 0.306 0.004 -0.502
Cl 2.015 0.234 -0.346
S -0.218 -1.636 0.171
H 0.040 0.210 -1.781
H -1.419 -1.187 0.590
S -0.590 1.285 0.276

Atomic partial charges in e from the natural (NBO) method, atoms 1 to 6: atom 1 (H): 0.136, atom 2 (C): -0.590, atom 3 (Cl): 0.010, atom 4 (S): 0.009, atom 5 (H): 0.261, atom 6 (H): 0.140

(8)
The following is a DFT calculation (wB97M-V/def2-TZVPD) of a cluster of 2 separate species, C5H10N2O in total at a distorted geometry.

Computed properties:
Largest force on an atom, eV/Å: 3.84
Energy, Eh: -381.0732
Molar mass, u: 114.1
Energy relative to the best compared isomer or geometry (same formula, charge and spin), kJ/mol: 557.3

CARTESIAN COORDINATES (ANGSTROEM)
H -1.530 2.376 -1.508
N -2.543 -1.929 -2.332
H -2.221 1.999 -3.089
C -2.256 1.776 -2.017
H 0.379 1.219 1.282
H 0.883 -0.306 0.309
H 3.781 -0.935 2.495
C 3.002 -0.927 1.662
C 0.847 0.212 1.241
H 2.572 -1.937 1.570
H -3.380 -2.486 -2.033
N -2.451 -0.725 -2.108
H 3.349 -0.443 0.732
C 1.939 -0.036 2.171
O 0.648 -0.601 2.340
H 2.352 0.545 2.931
C -2.088 0.379 -1.857
H -3.284 1.819 -1.790

Atomic partial charges in e from the natural (NBO) method, atoms 1 to 6: atom 1 (H): 0.239, atom 2 (N): -0.579, atom 3 (H): 0.231, atom 4 (C): -0.690, atom 5 (H): 0.172, atom 6 (H): 0.180